Record 1
Here is a cluster of 8 separate species, C25H46F3NO32S7 in total in a non-equilibrium geometry from the OMol25 dataset. Energies are from ωB97M-V/def2-TZVPD.

## Properties
Largest force on an atom, Eh/bohr: 0.0462
SMILES: CCCCN[C@H]1OC(=O)O[C@H]1CCOCC(F)(F)F.O=S1(=O)OCCO1.O=S1(=O)OCCO1.O=S1(=O)OCCO1.O=S1(=O)OCCO1.O=S1(=O)OCCO1.O=S1(=O)OCCO1.O=S1(=O)OCCO1
E_tot, hartree: -6529.3818
HOMO, eV: -9.09

Atoms and positions in Å:
C  -5.013  0.619  0.127
C  -3.885  0.123  -0.814
C  -3.461  -1.334  -0.556
C  -4.007  -2.272  -1.638
N  -3.708  -3.673  -1.293
C  -3.794  -4.569  -2.423
O  -3.231  -4.102  -3.644
C  -2.760  -5.187  -4.313
O  -2.049  -5.165  -5.259
O  -3.235  -6.319  -3.710
C  -3.259  -5.997  -2.301
C  -1.833  -6.209  -1.779
C  -1.674  -5.935  -0.285
O  -0.326  -5.837  0.165
C  0.463  -4.838  -0.409
C  -0.086  -3.418  -0.306
F  0.948  -2.559  -0.258
F  -0.810  -3.206  0.771
F  -0.764  -3.095  -1.406
H  -4.624  1.354  0.833
H  -5.440  -0.211  0.696
H  -5.838  1.071  -0.426
H  -4.222  0.247  -1.846
H  -3.022  0.770  -0.656
H  -3.742  -1.677  0.444
H  -2.371  -1.382  -0.609
H  -3.535  -1.993  -2.577
H  -5.095  -2.104  -1.677
H  -4.434  -3.987  -0.659
H  -4.872  -4.706  -2.648
H  -3.931  -6.655  -1.749
H  -1.110  -5.678  -2.404
H  -1.648  -7.276  -1.934
H  -2.278  -5.081  0.034
H  -2.088  -6.797  0.239
H  0.707  -5.014  -1.463
H  1.410  -4.845  0.134
C  2.871  -0.376  1.646
C  4.317  -0.495  1.211
O  5.070  -0.091  2.366
S  4.290  -0.523  3.691
O  4.816  -1.755  4.170
O  4.229  0.611  4.542
O  2.881  -0.817  3.017
H  2.517  0.653  1.621
H  2.204  -0.996  1.058
H  4.562  0.133  0.366
H  4.578  -1.532  0.985
C  4.522  0.938  -3.675
C  3.615  -0.170  -4.166
O  2.741  -0.425  -3.044
S  2.475  0.928  -2.256
O  1.242  1.493  -2.673
O  2.758  0.702  -0.880
O  3.658  1.785  -2.897
H  5.311  0.560  -3.021
H  4.963  1.508  -4.487
H  4.158  -1.072  -4.429
H  3.013  0.166  -5.007
C  0.665  4.239  4.382
C  0.014  3.425  5.478
O  -0.461  2.247  4.803
S  0.533  1.870  3.612
O  1.444  0.869  4.035
O  -0.233  1.706  2.426
O  1.314  3.263  3.553
H  -0.078  4.766  3.780
H  1.395  4.948  4.760
H  -0.808  3.947  5.954
H  0.740  3.119  6.234
C  1.380  4.739  -5.977
C  0.746  3.832  -4.943
O  0.292  2.698  -5.703
S  1.281  2.431  -6.916
O  2.212  1.417  -6.549
O  0.519  2.315  -8.106
O  2.043  3.825  -6.879
H  0.630  5.294  -6.542
H  2.093  5.437  -5.546
H  -0.094  4.291  -4.432
H  1.472  3.482  -4.208
C  4.387  9.212  -3.063
C  2.952  9.587  -2.755
O  2.321  9.630  -4.045
S  2.979  8.544  -5.007
O  2.180  7.365  -5.006
O  3.342  9.173  -6.222
O  4.278  8.256  -4.129
H  4.960  10.068  -3.424
H  4.897  8.763  -2.216
H  2.859  10.553  -2.267
H  2.456  8.823  -2.153
C  1.352  -9.777  1.452
C  0.791  -8.919  2.569
O  -0.491  -8.508  2.077
S  -1.117  -9.657  1.170
O  -2.024  -10.422  1.947
O  -1.494  -9.083  -0.073
O  0.217  -10.507  0.960
H  1.749  -9.167  0.639
H  2.115  -10.471  1.794
H  1.402  -8.047  2.783
H  0.642  -9.496  3.484
C  -4.657  4.573  8.519
C  -3.745  4.558  9.729
O  -2.465  4.941  9.201
S  -2.662  5.973  8.002
O  -2.496  7.299  8.473
O  -1.919  5.496  6.887
O  -4.215  5.709  7.760
H  -4.530  3.678  7.907
H  -5.705  4.690  8.780
H  -3.675  3.579  10.195
H  -4.047  5.297  10.472

Record 2
Here is an isolated molecule of C25H46N3O7PSi in a non-equilibrium geometry from the OMol25 dataset. Energies are from ωB97M-V/def2-TZVPD.

## Properties
Largest force on an atom, Eh/bohr: 0.0378
SMILES: C=CCN[C@](CN)(ON=O)[C@H](CCO)O[C@H](CCCCCCCC[Si](C)(C)c1ccccc1)P(=O)(O)O
E_tot, hartree: -2301.8933
HOMO, eV: -8.50

Atoms and positions in Å:
C  -3.751  -4.525  1.775
C  -2.990  -4.269  2.867
C  -2.808  -2.913  3.509
N  -1.441  -2.349  3.418
C  -1.291  -1.167  2.561
C  -1.904  0.033  3.280
N  -1.691  1.313  2.579
O  -1.852  -1.437  1.286
N  -3.095  -0.789  1.059
O  -3.766  -1.425  0.358
C  0.256  -0.963  2.333
C  1.028  -2.282  2.333
C  0.576  -3.251  1.257
O  1.693  -4.081  0.917
O  0.667  -0.070  3.344
C  1.964  0.492  3.303
C  2.479  0.931  1.932
C  1.491  1.816  1.137
C  1.707  3.325  1.330
C  1.974  4.131  0.044
C  0.778  4.191  -0.920
C  0.775  3.059  -1.990
C  0.831  3.606  -3.425
C  0.109  2.764  -4.498
Si  0.478  0.905  -4.544
C  2.006  0.397  -3.573
C  0.807  0.442  -6.355
C  -1.077  -0.040  -4.046
C  -2.206  0.593  -3.446
C  -3.374  -0.151  -3.112
C  -3.447  -1.540  -3.385
C  -2.333  -2.198  -3.963
C  -1.163  -1.444  -4.282
P  3.282  -0.467  4.188
O  4.037  0.461  5.050
O  4.275  -1.134  3.104
O  2.641  -1.678  5.012
H  -4.497  -5.314  1.836
H  -3.620  -4.054  0.807
H  -2.479  -5.082  3.382
H  -2.994  -3.108  4.567
H  -3.594  -2.232  3.183
H  -1.113  -2.107  4.343
H  -2.977  -0.111  3.421
H  -1.496  0.111  4.283
H  -2.565  1.714  2.268
H  -1.276  1.972  3.223
H  0.336  -0.579  1.311
H  1.074  -2.731  3.320
H  2.060  -2.013  2.070
H  -0.199  -3.895  1.677
H  0.195  -2.711  0.388
H  1.395  -4.665  0.215
H  1.913  1.393  3.917
H  3.405  1.497  2.058
H  2.722  0.056  1.325
H  0.487  1.574  1.485
H  1.525  1.492  0.098
H  0.765  3.724  1.721
H  2.461  3.552  2.085
H  2.829  3.676  -0.459
H  2.179  5.150  0.376
H  0.887  5.123  -1.480
H  -0.167  4.234  -0.379
H  1.689  2.491  -1.823
H  -0.095  2.418  -1.837
H  0.350  4.588  -3.416
H  1.861  3.776  -3.741
H  0.427  3.157  -5.469
H  -0.965  2.946  -4.454
H  2.745  1.201  -3.593
H  1.776  0.211  -2.522
H  2.452  -0.502  -3.998
H  1.871  0.467  -6.586
H  0.244  1.117  -6.998
H  0.444  -0.575  -6.503
H  -2.203  1.653  -3.225
H  -4.221  0.356  -2.667
H  -4.358  -2.067  -3.135
H  -2.395  -3.260  -4.165
H  -0.337  -1.988  -4.731
H  4.789  -0.428  2.697
H  3.005  -2.513  4.685

Record 3
Here is a structure of composition C25H47BeCl2NO3Si2 in a non-equilibrium geometry from the OMol25 dataset. Energies are from ωB97M-V/def2-TZVPD.

## Properties
Largest force on an atom, Eh/bohr: 0.0428
E_tot, hartree: -2775.5054
HOMO, eV: -8.09
Energy above the lowest of the compared OMol25 structures with the same formula, charge and spin, kcal per mole: 0.00

Atoms and positions in Å:
O  -1.162  -2.706  -1.455
O  -2.164  -0.730  -2.910
C  0.239  -2.921  -1.273
C  0.615  -3.688  -0.019
H  0.741  -1.943  -1.290
H  0.551  -3.460  -2.182
H  0.699  -3.021  0.846
H  1.598  -4.143  -0.174
H  -0.113  -4.483  0.174
C  -1.920  -2.431  -0.259
C  -3.256  -3.110  -0.407
H  -2.036  -1.336  -0.150
H  -1.411  -2.796  0.651
H  -3.803  -2.706  -1.264
H  -3.865  -2.966  0.491
H  -3.113  -4.190  -0.553
C  -3.248  0.203  -3.054
C  -2.011  -1.592  -4.055
C  -4.372  -0.111  -2.097
H  -3.638  0.187  -4.086
H  -2.825  1.196  -2.845
H  -4.855  -1.067  -2.340
H  -5.141  0.662  -2.181
H  -4.031  -0.139  -1.055
C  -3.157  -2.555  -4.214
H  -1.072  -2.130  -3.879
H  -1.894  -0.968  -4.961
H  -3.310  -3.136  -3.300
H  -2.922  -3.256  -5.019
H  -4.076  -2.025  -4.484
H  -0.845  -0.448  -1.619
Be  1.016  0.744  1.437
C  -0.155  0.398  -1.237
Si  0.720  1.144  -2.756
H  -0.786  1.135  -0.725
H  0.561  -0.007  -0.501
C  1.560  -0.302  -3.630
C  2.028  2.452  -2.373
C  -0.414  2.022  -3.984
C  2.482  1.320  0.825
Si  3.807  1.440  2.148
H  2.344  2.313  0.364
H  2.864  0.648  0.032
C  5.221  2.506  1.492
C  4.431  -0.270  2.621
C  3.038  2.235  3.677
H  0.193  2.440  -4.803
H  -0.940  2.860  -3.502
H  -1.164  1.355  -4.432
H  2.451  -0.615  -3.065
H  1.883  0.012  -4.633
H  0.896  -1.171  -3.736
H  2.785  2.088  -1.669
H  1.565  3.359  -1.959
H  2.541  2.741  -3.303
H  4.821  -0.800  1.742
H  3.621  -0.882  3.047
H  5.240  -0.210  3.362
H  2.663  1.471  4.373
H  2.193  2.879  3.395
H  3.770  2.854  4.218
H  5.959  2.736  2.273
H  4.834  3.460  1.108
H  5.751  2.009  0.667
Cl  1.542  -2.403  4.636
C  0.467  -1.082  4.574
C  -0.233  -0.628  5.704
C  -1.030  0.518  5.662
Cl  -1.809  1.059  7.081
C  -1.176  1.280  4.459
C  -1.908  2.468  4.278
C  -1.789  3.161  3.085
C  -0.931  2.710  2.073
N  -0.245  1.559  2.204
C  -0.426  0.826  3.355
C  0.347  -0.368  3.368
O  1.026  -0.613  2.256
H  -0.136  -1.188  6.626
H  -2.545  2.816  5.082
H  -2.348  4.079  2.910
H  -0.787  3.253  1.135

Record 4
Here is a cluster of 6 separate species, C25H47Cl10I2NO4 in total in a non-equilibrium geometry from the OMol25 dataset. Energies are from ωB97M-V/def2-TZVPD.

## Properties
Largest force on an atom, Eh/bohr: 0.0378
SMILES: CC[C@H](C)[C@]1(OC[C@H](C)CC(C)C)C(=O)O[C@@](N)(I)[C@]1(O)I.ClCCCl.ClCCCl.ClCCCl.ClCCCl.ClCCCl
E_tot, hartree: -6533.7839
HOMO, eV: -8.95

Atoms and positions in Å:
C  2.133  3.623  0.160
C  2.542  3.361  -1.288
C  1.617  2.419  -2.074
C  0.191  2.965  -2.012
C  1.696  0.900  -1.699
O  0.496  0.227  -1.568
C  -0.179  0.334  -0.313
C  -1.700  0.573  -0.455
C  -2.407  -0.251  0.648
C  -2.283  0.134  -1.807
C  -2.864  1.240  -2.703
C  -3.764  2.226  -1.960
C  -3.741  0.531  -3.758
C  2.830  0.607  -0.690
O  2.793  0.459  0.483
O  4.028  0.615  -1.363
C  3.877  0.504  -2.758
N  4.393  1.593  -3.504
I  5.128  -1.226  -3.321
C  2.379  0.119  -2.869
O  2.324  -1.236  -2.425
I  1.410  0.142  -4.779
H  1.907  2.728  0.726
H  2.981  4.082  0.656
H  1.340  4.358  0.214
H  3.587  3.075  -1.334
H  2.492  4.323  -1.799
H  1.911  2.503  -3.118
H  -0.467  2.239  -2.468
H  0.151  3.928  -2.507
H  -0.138  3.088  -0.986
H  -0.007  -0.537  0.313
H  0.215  1.181  0.246
H  -1.895  1.609  -0.204
H  -1.890  -0.232  1.599
H  -2.477  -1.261  0.268
H  -3.435  0.091  0.736
H  -3.115  -0.537  -1.607
H  -1.575  -0.430  -2.409
H  -2.110  1.777  -3.273
H  -4.575  1.728  -1.438
H  -3.171  2.843  -1.292
H  -4.204  2.896  -2.694
H  -3.143  -0.024  -4.474
H  -4.416  -0.135  -3.222
H  -4.380  1.251  -4.260
H  4.331  2.459  -2.982
H  3.815  1.715  -4.328
H  1.897  -1.761  -3.106
Cl  -5.980  -0.574  -6.362
C  -5.068  -1.070  -7.809
C  -3.674  -1.536  -7.477
Cl  -2.623  -0.207  -6.919
H  -5.051  -0.230  -8.498
H  -5.623  -1.886  -8.269
H  -3.209  -1.951  -8.370
H  -3.682  -2.302  -6.705
Cl  -0.294  -6.199  -0.463
C  0.948  -4.929  -0.608
C  0.477  -3.606  -0.061
Cl  -0.806  -2.880  -1.059
H  1.223  -4.848  -1.656
H  1.816  -5.267  -0.046
H  1.306  -2.898  -0.052
H  0.095  -3.707  0.952
Cl  -0.862  1.324  4.404
C  -1.836  0.482  5.642
C  -1.790  -1.014  5.471
Cl  -2.650  -1.571  4.008
H  -2.853  0.862  5.586
H  -1.419  0.751  6.611
H  -2.279  -1.497  6.314
H  -0.771  -1.370  5.418
Cl  2.283  -2.217  8.352
C  2.435  -3.612  7.251
C  1.537  -3.523  6.042
Cl  -0.181  -3.647  6.492
H  2.216  -4.503  7.834
H  3.474  -3.656  6.929
H  1.760  -4.344  5.363
H  1.669  -2.586  5.503
Cl  3.928  0.968  7.995
C  2.858  0.868  6.576
C  3.288  1.811  5.489
Cl  3.039  3.509  5.976
H  1.843  1.081  6.903
H  2.896  -0.159  6.217
H  2.695  1.640  4.592
H  4.337  1.681  5.237

Record 5
Here is a structure of composition C25H47Cl2EuNO2P2S2 in a non-equilibrium geometry from the OMol25 dataset. Energies are from ωB97M-V/def2-TZVPD.

## Properties
Largest force on an atom, Eh/bohr: 0.0559
2S+1: 7
E_tot, hartree: -4295.9025
Net charge: -1
HOMO (spin up / spin down), eV: -4.95 / -4.97
<S²>: 12.13

Atoms and positions in Å:
Eu  0.356  0.245  0.192
Cl  1.790  -1.925  -0.976
P  0.418  1.239  -2.328
C  0.351  -0.001  -3.681
C  -0.693  2.668  -2.711
C  2.232  1.703  -2.157
C  -0.717  -1.112  -3.509
H  1.331  -0.508  -3.613
C  0.185  0.722  -5.018
H  -0.865  1.015  -5.147
H  0.472  0.050  -5.839
H  0.802  1.623  -5.101
H  -0.342  -1.899  -2.840
H  -0.955  -1.570  -4.484
H  -1.659  -0.727  -3.095
H  2.691  0.702  -2.021
C  2.591  2.527  -0.903
C  2.723  2.398  -3.425
H  2.822  1.694  -4.257
H  3.697  2.873  -3.243
H  2.022  3.194  -3.712
H  1.848  2.424  -0.095
H  2.637  3.617  -1.063
H  3.546  2.195  -0.457
C  -2.158  2.177  -2.605
H  -0.491  2.993  -3.752
C  -0.465  3.872  -1.766
H  -2.426  1.455  -3.387
H  -2.847  3.031  -2.684
H  -2.357  1.710  -1.623
H  -0.472  3.558  -0.709
H  -1.291  4.596  -1.862
H  0.472  4.414  -1.956
Cl  -1.942  1.775  0.789
H  -1.174  -0.809  -0.777
P  -0.183  -1.596  2.136
C  1.529  -2.188  2.559
C  -0.984  -0.889  3.673
C  -1.073  -3.041  1.412
C  2.680  -1.172  2.340
H  1.715  -3.002  1.834
C  1.561  -2.705  4.000
H  1.602  -1.859  4.699
H  2.447  -3.336  4.161
H  0.680  -3.303  4.252
H  2.929  -1.074  1.270
H  3.594  -1.508  2.859
H  2.443  -0.167  2.725
H  -0.358  -3.336  0.617
C  -2.421  -2.700  0.725
C  -1.214  -4.121  2.486
H  -0.251  -4.583  2.729
H  -1.899  -4.910  2.146
H  -1.635  -3.697  3.411
H  -2.568  -1.630  0.516
H  -3.272  -3.035  1.336
H  -2.459  -3.214  -0.249
C  -0.249  0.410  4.071
H  -0.882  -1.628  4.494
C  -2.475  -0.594  3.433
H  0.713  0.248  4.576
H  -0.861  1.083  4.695
H  -0.008  1.016  3.167
H  -2.613  0.068  2.559
H  -2.896  -0.065  4.303
H  -3.063  -1.506  3.276
O  1.079  6.484  -0.046
S  1.425  6.065  1.298
O  2.244  6.919  2.134
N  1.914  4.490  1.276
C  1.130  3.686  1.999
S  1.628  2.105  2.187
C  -0.036  4.339  2.569
C  -1.148  3.827  3.215
C  -2.217  4.633  3.575
C  -2.147  6.009  3.272
C  -1.052  6.560  2.580
C  -0.044  5.688  2.220
H  -1.191  2.763  3.349
H  -3.100  4.219  4.088
H  -2.951  6.662  3.586
H  -0.954  7.628  2.331

- largest force on an atom of number 5 (C25H47Cl2EuNO2P2S2)?
  0.0559 Eh/bohr